A 4-piece molecular cluster, C25H51BClNO8 overall, computed with ωB97M-V/def2-TZVPD.

Each atom is followed by the atoms it is bonded to, with distances in Å.
Positions of all 87 atoms, in Å:
1 C 2.07 -1.44 3.18  C2 1.323, H22 1.083, H23 1.085
2 C 1.32 -0.71 2.38  C1 1.323, C3 1.525, H24 1.085
3 C -0.15 -0.96 2.06  C2 1.525, C4 1.543, N8 1.471, C13 1.549
4 C -0.42 -2.47 1.88  C3 1.543, O5 1.398, H25 1.097, H26 1.095
5 O -0.02 -3.02 0.66  C4 1.398, C6 1.417
6 C 1.30 -3.53 0.58  O5 1.417, C7 1.513, H27 1.097, H28 1.099
7 C 1.34 -4.46 -0.61  C6 1.513, H29 1.092, H30 1.091, H31 1.092
8 N -1.09 -0.47 3.07  C3 1.471, C9 1.460, H32 1.011
9 C -0.60 0.23 4.26  N8 1.460, C10 1.538, H33 1.092, H34 1.096
10 C -0.20 1.70 4.01  C9 1.538, C11 1.532, O12 1.437, H35 1.096
11 C 1.24 2.04 4.38  C10 1.532, H36 1.092, H37 1.089, H38 1.092
12 O -1.11 2.48 4.80  C10 1.437, H39 0.964
13 C -0.43 -0.19 0.74  C3 1.549, Cl14 1.803, O15 1.382, H40 1.097
14 Cl -2.09 -0.57 0.13  C13 1.803
15 O 0.57 -0.44 -0.18  C13 1.382, C16 1.420
16 C 0.36 0.01 -1.51  O15 1.420, B17 1.585, H41 1.098, H42 1.098
17 B 1.69 -0.14 -2.35  C16 1.585, O18 1.384, O19 1.367
18 O 2.79 -0.85 -1.88  B17 1.384, H43 0.965
19 O 1.71 0.46 -3.57  B17 1.367, C20 1.432
20 C 2.92 1.06 -4.05  O19 1.432, C21 1.522, H44 1.094, H45 1.092
21 C 3.85 0.07 -4.73  C20 1.522, H46 1.091, H47 1.091, H48 1.089
22 H 3.16 -1.37 3.15  C1 1.083
23 H 1.64 -2.16 3.86  C1 1.085
24 H 1.78 0.16 1.92  C2 1.085
25 H 0.02 -3.01 2.73  C4 1.097
26 H -1.50 -2.61 1.92  C4 1.095
27 H 1.60 -4.02 1.51  C6 1.097
28 H 1.99 -2.69 0.42  C6 1.099
29 H 1.24 -3.92 -1.55  C7 1.092
30 H 0.51 -5.17 -0.55  C7 1.091
31 H 2.29 -5.02 -0.64  C7 1.092
32 H -1.70 -1.22 3.37  N8 1.011
33 H -1.45 0.29 4.94  C9 1.092
34 H 0.19 -0.30 4.80  C9 1.096
35 H -0.39 1.94 2.96  C10 1.096
36 H 1.28 3.08 4.71  C11 1.092
37 H 1.91 1.89 3.54  C11 1.089
38 H 1.55 1.43 5.24  C11 1.092
39 H -0.94 3.41 4.61  O12 0.964
40 H -0.46 0.88 1.00  C13 1.097
41 H -0.43 -0.58 -2.00  C16 1.098
42 H 0.05 1.07 -1.53  C16 1.098
43 H 2.59 -1.78 -1.76  O18 0.965
44 H 3.42 1.60 -3.24  C20 1.094
45 H 2.61 1.82 -4.77  C20 1.092
46 H 4.53 0.59 -5.40  C21 1.091
47 H 3.25 -0.64 -5.31  C21 1.091
48 H 4.43 -0.49 -3.99  C21 1.089
49 C -4.99 -0.28 -1.95  C50 1.527, C53 1.522, H54 1.087, H55 1.092
50 C -6.35 0.40 -1.97  C49 1.527, C51 1.524, H56 1.092, H57 1.089
51 C -6.97 -0.18 -3.24  C50 1.524, O52 1.428, H58 1.096, H59 1.091
52 O -6.42 -1.50 -3.39  C51 1.428, C53 1.429
53 C -5.33 -1.67 -2.48  C49 1.522, O52 1.429, H60 1.096, H61 1.091
54 H -4.52 -0.31 -0.97  C49 1.087
55 H -4.30 0.23 -2.64  C49 1.092
56 H -6.94 0.10 -1.10  C50 1.092
57 H -6.30 1.49 -1.99  C50 1.089
58 H -6.69 0.41 -4.12  C51 1.096
59 H -8.05 -0.25 -3.20  C51 1.091
60 H -5.64 -2.34 -1.67  C53 1.096
61 H -4.50 -2.14 -3.02  C53 1.091
62 C 3.80 7.25 5.16  C63 1.527, C66 1.522, H67 1.089, H68 1.092
63 C 4.37 6.46 3.99  C62 1.527, C64 1.523, H69 1.092, H70 1.089
64 C 3.48 5.23 3.99  C63 1.523, O65 1.430, H71 1.096, H72 1.091
65 O 2.20 5.66 4.47  C64 1.430, C66 1.430
66 C 2.31 6.97 5.03  C62 1.522, O65 1.430, H73 1.095, H74 1.090
67 H 4.03 8.32 5.13  C62 1.089
68 H 4.18 6.85 6.11  C62 1.092
69 H 4.25 7.02 3.06  C63 1.092
70 H 5.43 6.22 4.10  C63 1.089
71 H 3.87 4.46 4.67  C64 1.096
72 H 3.36 4.79 3.00  C64 1.091
73 H 1.83 7.68 4.35  C66 1.095
74 H 1.78 6.99 5.98  C66 1.090
75 C -1.41 -3.76 -5.71  C76 1.527, C79 1.523, H80 1.089, H81 1.092
76 C -2.24 -3.50 -4.45  C75 1.527, C77 1.523, H82 1.093, H83 1.089
77 C -1.45 -4.28 -3.40  C76 1.523, O78 1.431, H84 1.095, H85 1.091
78 O -0.08 -4.23 -3.82  C77 1.431, C79 1.429
79 C 0.01 -3.74 -5.16  C75 1.523, O78 1.429, H86 1.095, H87 1.091
80 H -1.57 -3.03 -6.50  C75 1.089
81 H -1.65 -4.75 -6.12  C75 1.092
82 H -2.24 -2.44 -4.22  C76 1.093
83 H -3.27 -3.84 -4.53  C76 1.089
84 H -1.77 -5.33 -3.37  C77 1.095
85 H -1.53 -3.86 -2.40  C77 1.091
86 H 0.40 -2.72 -5.14  C79 1.095
87 H 0.70 -4.37 -5.72  C79 1.091

Calculated values
charge = 0
multiplicity = 1
SMILES = C=C[C@@](COCC)(NC[C@H](C)O)[C@H](Cl)OCB(O)OCC.C1CCOC1.C1CCOC1.C1CCOC1
energy relative to the best compared isomer or geometry (same formula, charge and spin) = 0.00 kJ/mol
electronic energy = -57820.1417 eV

---

A 5-piece molecular cluster, C25H51BNO8 overall at a distorted geometry, computed with ωB97M-V/def2-TZVPD.

Each atom is followed by the atoms it is bonded to, with distances in Å.
Positions of all 86 atoms, in Å:
1 C 3.05 -1.38 0.55  C2 1.519, H20 1.085, H21 1.089, H22 1.090
2 C 3.15 -0.02 1.22  C1 1.519, O3 1.193, O4 1.377
3 O 3.92 0.80 0.82  C2 1.193
4 O 2.28 0.19 2.27  C2 1.377, C5 1.415
5 C 1.94 1.55 2.45  O4 1.415, O6 1.197, C7 1.503
6 O 2.73 2.27 2.98  C5 1.197
7 C 0.57 1.99 2.01  C5 1.503, B8 1.666, H23 1.089, H24 1.097
8 B 0.23 1.60 0.42  C7 1.666, C9 1.654, C14 1.647, H25 1.223
9 C 0.19 2.94 -0.56  B8 1.654, C10 1.547, H26 1.098, H27 1.103
10 C 0.98 2.87 -1.88  C9 1.547, O11 1.427, C12 1.515, H28 1.102
11 O 2.33 2.42 -1.72  C10 1.427, H29 0.959
12 C 0.33 2.10 -3.01  C10 1.515, N13 1.456, H30 1.108, H31 1.092
13 N 0.14 0.68 -2.74  C12 1.456, H32 1.008, H33 1.010
14 C -1.15 0.71 0.30  B8 1.647, C15 1.404, C19 1.404
15 C -1.06 -0.69 0.26  C14 1.404, C16 1.400, H34 1.081
16 C -2.21 -1.49 0.12  C15 1.400, C17 1.391, H35 1.082
17 C -3.45 -0.89 0.01  C16 1.391, C18 1.389, H36 1.083
18 C -3.58 0.49 0.07  C17 1.389, C19 1.397, H37 1.083
19 C -2.43 1.27 0.21  C14 1.404, C18 1.397, H38 1.084
20 H 3.40 -1.29 -0.47  C1 1.085
21 H 3.61 -2.14 1.09  C1 1.089
22 H 2.01 -1.69 0.51  C1 1.090
23 H 0.54 3.07 2.17  C7 1.089
24 H -0.13 1.49 2.69  C7 1.097
25 H 1.13 0.88 0.02  B8 1.223
26 H -0.82 3.28 -0.82  C9 1.098
27 H 0.65 3.77 0.01  C9 1.103
28 H 1.05 3.91 -2.24  C10 1.102
29 H 2.81 3.20 -1.44  O11 0.959
30 H 1.00 2.22 -3.89  C12 1.108
31 H -0.61 2.57 -3.30  C12 1.092
32 H -0.22 0.20 -3.54  N13 1.008
33 H 1.01 0.26 -2.44  N13 1.010
34 H -0.11 -1.19 0.33  C15 1.081
35 H -2.11 -2.57 0.11  C16 1.082
36 H -4.35 -1.48 -0.12  C17 1.083
37 H -4.54 0.98 -0.02  C18 1.083
38 H -2.47 2.35 0.25  C19 1.084
39 C -4.80 -1.34 -5.40  C40 1.523, H43 1.094, H44 1.091, H45 1.092
40 C -4.11 -1.14 -4.06  C39 1.523, C41 1.520, O42 1.423, H46 1.090
41 C -2.63 -1.49 -4.13  C40 1.520, H47 1.095, H48 1.091, H49 1.093
42 O -4.74 -1.92 -3.05  C40 1.423, H50 0.962
43 H -4.74 -2.39 -5.71  C39 1.094
44 H -5.86 -1.08 -5.33  C39 1.091
45 H -4.35 -0.72 -6.18  C39 1.092
46 H -4.22 -0.10 -3.74  C40 1.090
47 H -2.50 -2.54 -4.40  C41 1.095
48 H -2.17 -1.33 -3.15  C41 1.091
49 H -2.11 -0.87 -4.87  C41 1.093
50 H -4.66 -2.85 -3.29  O42 0.962
51 C 2.44 6.11 -4.34  C52 1.521, H55 1.094, H56 1.090, H57 1.092
52 C 3.17 6.21 -3.02  C51 1.521, C53 1.522, O54 1.423, H58 1.091
53 C 4.44 7.05 -3.14  C52 1.522, H59 1.094, H60 1.090, H61 1.092
54 O 3.49 4.91 -2.54  C52 1.423, H62 0.963
55 H 3.07 5.62 -5.09  C51 1.094
56 H 1.54 5.50 -4.23  C51 1.090
57 H 2.15 7.09 -4.72  C51 1.092
58 H 2.51 6.65 -2.27  C52 1.091
59 H 5.13 6.59 -3.86  C53 1.094
60 H 4.95 7.11 -2.18  C53 1.090
61 H 4.21 8.06 -3.48  C53 1.092
62 H 4.07 4.48 -3.18  O54 0.963
63 C 1.06 -3.05 4.66  C64 1.521, H67 1.093, H68 1.090, H69 1.093
64 C 2.57 -3.14 4.78  C63 1.521, C65 1.522, O66 1.421, H70 1.092
65 C 3.07 -2.56 6.10  C64 1.522, H71 1.093, H72 1.091, H73 1.092
66 O 3.19 -2.47 3.69  C64 1.421, H74 0.964
67 H 0.74 -2.00 4.68  C63 1.093
68 H 0.73 -3.47 3.71  C63 1.090
69 H 0.56 -3.58 5.47  C63 1.093
70 H 2.88 -4.19 4.70  C64 1.092
71 H 2.81 -1.50 6.17  C65 1.093
72 H 4.16 -2.64 6.16  C65 1.091
73 H 2.63 -3.09 6.95  C65 1.092
74 H 2.94 -1.54 3.72  O66 0.964
75 C -2.05 -6.15 3.61  C76 1.522, H79 1.094, H80 1.091, H81 1.092
76 C -2.22 -4.68 3.24  C75 1.522, C77 1.521, O78 1.424, H82 1.088
77 C -3.27 -4.00 4.10  C76 1.521, H83 1.094, H84 1.090, H85 1.092
78 O -2.56 -4.57 1.86  C76 1.424, H86 0.962
79 H -2.99 -6.69 3.46  C75 1.094
80 H -1.29 -6.62 2.98  C75 1.091
81 H -1.75 -6.26 4.66  C75 1.092
82 H -1.27 -4.17 3.35  C76 1.088
83 H -4.24 -4.48 3.96  C77 1.094
84 H -3.37 -2.95 3.81  C77 1.090
85 H -3.01 -4.05 5.16  C77 1.092
86 H -3.41 -5.01 1.73  O78 0.962

Calculated values
charge = -1
multiplicity = 1
electronic energy = -45300.2461 eV

---

A 4-piece molecular cluster, C25H51Br2N2O5 overall at a distorted geometry, computed with ωB97M-V/def2-TZVPD.

Each atom is followed by the atoms it is bonded to, with distances in Å.
Positions of all 85 atoms, in Å:
1 C 2.36 2.41 0.03  C2 1.639, H20 1.193, H21 1.172, H22 1.174
2 C 3.63 2.82 -0.92  C1 1.639, C3 1.640, H23 1.171, H24 1.194
3 C 3.53 2.29 -2.47  C2 1.640, C4 1.673, H25 1.194, H26 1.193
4 C 2.18 2.87 -3.28  C3 1.673, C5 1.672, H27 1.194, H28 1.173
5 C 2.23 4.52 -3.03  C4 1.672, N6 1.514, C14 1.639
6 N 3.17 5.43 -3.81  C5 1.514, C7 1.540, H29 1.056
7 C 2.84 6.79 -3.19  N6 1.540, N8 1.540, H30 1.171
8 N 1.77 6.78 -2.08  C7 1.540, C9 1.513, C14 1.513
9 C 1.33 8.01 -1.32  N8 1.513, Br10 2.025, C11 1.488
10 Br 2.64 8.76 0.03  C9 2.025
11 C 0.03 8.72 -1.45  C9 1.488, C12 1.638, Br13 2.038
12 C -1.11 8.21 -2.51  C11 1.638, H31 1.171, H32 1.194, H33 1.177
13 Br -0.32 10.35 -0.27  C11 2.038
14 C 1.32 5.34 -1.95  C5 1.639, N8 1.513, O15 1.471
15 O 0.29 4.77 -1.07  C14 1.471, C16 1.485
16 C -0.83 4.35 -1.95  O15 1.485, C17 1.644, H34 1.194, H35 1.185
17 C -2.04 3.55 -1.17  C16 1.644, C18 1.671, O19 1.472, H36 1.175
18 C -3.48 4.01 -1.88  C17 1.671, H37 1.177, H38 1.184, H39 1.183
19 O -2.11 3.80 0.27  C17 1.472, H40 1.005
20 H 2.01 3.38 0.64  C1 1.193
21 H 1.45 1.98 -0.55  C1 1.172
22 H 2.68 1.62 0.83  C1 1.174
23 H 3.81 3.97 -0.80  C2 1.171
24 H 4.59 2.29 -0.46  C2 1.194
25 H 3.62 1.10 -2.57  C3 1.194
26 H 4.46 2.71 -3.10  C3 1.193
27 H 1.26 2.37 -2.71  C4 1.194
28 H 2.17 2.58 -4.42  C4 1.173
29 H 3.88 5.20 -4.56  N6 1.056
30 H 3.45 7.69 -3.64  C7 1.171
31 H -0.64 7.88 -3.53  C12 1.171
32 H -1.83 9.14 -2.69  C12 1.194
33 H -1.74 7.38 -1.97  C12 1.177
34 H -1.33 5.30 -2.48  C16 1.194
35 H -0.49 3.65 -2.84  C16 1.185
36 H -1.89 2.41 -1.39  C17 1.175
37 H -3.69 3.41 -2.88  C18 1.177
38 H -3.50 5.16 -2.16  C18 1.184
39 H -4.34 3.71 -1.13  C18 1.183
40 H -2.37 4.77 0.38  O19 1.005
41 C 0.38 -3.12 0.76  C42 1.520, H46 1.097, H47 1.095, H48 1.092
42 C 1.11 -1.98 1.45  C41 1.520, O43 1.426, H49 1.095, H50 1.094
43 O 0.92 -0.72 0.82  C42 1.426, C44 1.426
44 C -0.42 -0.24 0.74  O43 1.426, C45 1.519, H51 1.095, H52 1.096
45 C -1.08 -0.07 2.10  C44 1.519, H53 1.093, H54 1.094, H55 1.095
46 H 0.69 -3.20 -0.29  C41 1.097
47 H 0.59 -4.07 1.26  C41 1.095
48 H -0.70 -2.97 0.76  C41 1.092
49 H 2.18 -2.19 1.42  C42 1.095
50 H 0.84 -1.92 2.51  C42 1.094
51 H -1.02 -0.90 0.09  C44 1.095
52 H -0.39 0.73 0.24  C44 1.096
53 H -1.16 -1.01 2.64  C45 1.093
54 H -2.10 0.33 1.98  C45 1.094
55 H -0.50 0.62 2.72  C45 1.095
56 C 1.70 -5.49 5.70  C57 1.520, H61 1.097, H62 1.095, H63 1.092
57 C 0.87 -6.09 4.57  C56 1.520, O58 1.426, H64 1.095, H65 1.094
58 O 1.40 -5.82 3.28  C57 1.426, C59 1.426
59 C 2.71 -6.31 3.02  O58 1.426, C60 1.519, H66 1.095, H67 1.096
60 C 2.83 -7.82 3.14  C59 1.519, H68 1.093, H69 1.094, H70 1.095
61 H 1.79 -4.41 5.58  C56 1.097
62 H 1.23 -5.70 6.67  C56 1.095
63 H 2.71 -5.90 5.73  C56 1.092
64 H -0.13 -5.65 4.60  C57 1.095
65 H 0.74 -7.17 4.71  C57 1.094
66 H 3.44 -5.80 3.66  C59 1.095
67 H 2.96 -6.02 1.99  C59 1.096
68 H 2.61 -8.16 4.16  C60 1.093
69 H 3.85 -8.14 2.90  C60 1.094
70 H 2.13 -8.32 2.47  C60 1.095
71 C -2.56 -6.03 0.11  C72 1.520, H76 1.097, H77 1.095, H78 1.092
72 C -3.53 -5.04 0.75  C71 1.520, O73 1.426, H79 1.095, H80 1.094
73 O -3.65 -3.82 0.03  C72 1.426, C74 1.426
74 C -4.13 -3.93 -1.31  O73 1.426, C75 1.519, H81 1.095, H82 1.096
75 C -5.51 -4.55 -1.41  C74 1.519, H83 1.093, H84 1.094, H85 1.095
76 H -1.57 -5.58 0.01  C71 1.097
77 H -2.47 -6.93 0.73  C71 1.095
78 H -2.89 -6.33 -0.88  C71 1.092
79 H -3.15 -4.78 1.75  C72 1.095
80 H -4.51 -5.50 0.91  C72 1.094
81 H -3.41 -4.47 -1.93  C74 1.095
82 H -4.17 -2.91 -1.71  C74 1.096
83 H -5.53 -5.57 -1.03  C75 1.093
84 H -5.84 -4.57 -2.46  C75 1.094
85 H -6.24 -3.97 -0.83  C75 1.095

Calculated values
charge = +1
multiplicity = 1
electronic energy = -180035.9621 eV

---

> Which value of multiplicity does entry 2 give?

1